# 1
Entry from the OMol25 dataset: 7 unconnected molecules or ions with the total composition BrH12O6 (ωB97M-V/def2-TZVPD).

The geometry in XYZ format:
```
19
Properties=species:S:1:pos:R:3:forces:R:3
Br -1.00387 -0.10234 -0.09606 0.189 -0.042 0.087
O -1.90235 3.72440 2.56139 -0.162 0.302 0.104
H -1.64528 2.87307 2.20730 0.046 -0.401 -0.350
H -1.36418 3.83046 3.34584 0.118 0.029 0.153
O -2.94899 -3.88261 -0.90163 -0.323 -0.389 -0.098
H -2.77984 -2.99617 -0.58248 0.183 0.502 0.131
H -2.08480 -4.22376 -1.13188 0.210 0.027 -0.009
O 0.36377 2.58308 -4.02073 -0.050 0.183 -0.363
H -0.00031 2.09376 -3.28300 -0.163 -0.265 0.321
H 1.18075 2.95153 -3.68454 0.178 0.015 0.107
O 3.34329 0.42803 0.05151 0.354 -0.038 -0.112
H 3.79565 1.11336 0.54337 0.090 0.149 0.099
H 2.45777 0.41662 0.41479 -0.557 -0.120 -0.023
O 2.02788 -1.87752 -2.56840 0.390 -0.160 -0.174
H 1.29251 -1.49742 -2.08778 -0.360 0.302 0.391
H 1.61912 -2.42417 -3.23945 -0.120 -0.083 -0.130
O -0.70760 -1.37905 4.23254 0.092 -0.216 0.325
H -0.65449 -0.92794 3.38998 -0.027 0.076 -0.572
H -0.98898 -0.70324 4.84927 -0.087 0.130 0.111
```
Forces are in eV/Å.

Its highest occupied orbital energy is -0.177 Eh. The multiplicity is 1. The calculation puts the maximum force at 0.6 eV/Å. Its energy above the lowest of the compared OMol25 structures with the same formula, charge and spin is 28.2 kcal per mole. For the HOMO-LUMO gap, the calculation gives 0.2845 Eh. The charge is -1. The value obtained for the total energy is -82525.24564 eV.

The net atomic charges from Mulliken, expressed in e, are: -0.921 -0.649 0.335 0.302 -0.658 0.337 0.304 -0.657 0.343 0.309 -0.626 0.289 0.325 -0.629 0.321 0.288 -0.646 0.331 0.301

---

# 2
Entry from the OMol25 dataset: 8 unconnected molecules or ions with the total composition BrH14O7 at a distorted geometry (ωB97M-V/def2-TZVPD).

The geometry in XYZ format:
```
22
Properties=species:S:1:pos:R:3:forces:R:3
Br -5.92177 -33.60233 8.35165 -0.201 -0.738 0.160
O -4.69141 -31.07395 6.68002 0.293 0.721 1.403
H -4.67000 -30.84490 5.77849 0.138 0.607 -1.714
H -5.02054 -31.95924 6.64643 -0.228 -0.971 0.231
O -7.12046 -30.44809 8.36654 -0.476 -0.036 0.088
H -6.87380 -31.33927 8.09318 0.772 0.142 -0.370
H -7.83494 -30.69505 8.95589 -0.358 0.295 0.503
O -4.47865 -33.65425 5.28359 0.339 -0.129 -0.086
H -5.15891 -33.76057 4.63031 -0.451 0.053 -0.728
H -4.90389 -34.03898 6.05388 0.066 -0.107 0.712
O -8.03961 -32.52225 6.17004 -0.976 0.358 -0.843
H -8.65544 -32.32341 6.87077 -0.713 0.567 0.063
H -7.43463 -33.01864 6.69315 1.488 -0.969 0.459
O -4.58274 -32.27035 11.01546 0.073 -0.445 0.544
H -3.79412 -32.81897 11.09317 -0.020 0.287 0.205
H -5.13630 -32.84895 10.46985 -0.224 0.312 -0.349
O -2.69452 -32.75308 8.74058 3.753 0.809 1.068
H -2.42618 -33.00161 9.64742 -0.592 0.127 -1.049
H -3.53705 -33.06647 8.55503 -2.731 -0.916 -0.238
O -8.52163 -32.42347 10.34311 0.155 -0.138 0.243
H -8.03686 -33.05617 9.80063 -0.034 -0.240 -0.602
H -7.84076 -32.27854 11.00762 -0.073 0.411 0.305
```
Forces are in eV/Å.

Its highest occupied orbital energy is -0.224 Eh. The multiplicity is 1. The calculation puts the maximum force at 4.0 eV/Å. Its energy above the lowest of the compared OMol25 structures with the same formula, charge and spin is 28.9 kcal per mole. For the HOMO-LUMO gap, the calculation gives 0.3434 Eh. The charge is -1. The value obtained for the total energy is -84605.57474 eV.

The net atomic charges from Mulliken, expressed in e, are: -0.850 -0.542 0.245 0.286 -0.610 0.216 0.334 -0.633 0.317 0.291 -0.595 0.327 0.276 -0.569 0.255 0.259 -0.544 0.252 0.336 -0.668 0.280 0.338

---

# 3
Entry from the OMol25 dataset: 2 unconnected molecules or ions with the total composition BrH2NO2S at a distorted geometry (ωB97M-V/def2-TZVPD).

The geometry in XYZ format:
```
7
Properties=species:S:1:pos:R:3:forces:R:3
N -0.30085 0.26195 0.07969 -2.062 -0.801 -1.045
O -3.20167 -1.54998 0.17490 1.228 0.151 -0.564
O -1.14725 -2.79538 -0.41391 0.338 -0.042 -0.637
S -1.92053 -1.60851 -0.49894 0.106 2.726 2.082
Br -2.29136 -0.74731 -2.48951 0.178 -0.343 -0.298
H -0.80956 1.17063 -0.21127 0.491 -1.931 0.816
H -0.35449 0.16947 1.10525 -0.280 0.241 -0.355
```
Forces are in eV/Å.

Its highest occupied orbital energy (alpha / beta) is -0.374 / -0.375 Eh. The multiplicity is 1. The calculation puts the maximum force at 3.4 eV/Å. Its energy above the lowest of the compared OMol25 structures with the same formula, charge and spin is 64.3 kcal per mole. For the HOMO-LUMO gap (alpha / beta), the calculation gives 0.2763 / 0.2763 Eh. The value obtained for the total energy is -86491.67600 eV.

The net atomic charges from Mulliken, expressed in e, are: -0.549 -0.388 -0.377 0.762 0.008 0.276 0.267

---

The highest maximum force belongs to which entry? BrH14O7

---

Copy entry 2 word for word.
Entry from the OMol25 dataset: 8 unconnected molecules or ions with the total composition BrH14O7 at a distorted geometry (ωB97M-V/def2-TZVPD).

The geometry in XYZ format:
```
22
Properties=species:S:1:pos:R:3:forces:R:3
Br -5.92177 -33.60233 8.35165 -0.201 -0.738 0.160
O -4.69141 -31.07395 6.68002 0.293 0.721 1.403
H -4.67000 -30.84490 5.77849 0.138 0.607 -1.714
H -5.02054 -31.95924 6.64643 -0.228 -0.971 0.231
O -7.12046 -30.44809 8.36654 -0.476 -0.036 0.088
H -6.87380 -31.33927 8.09318 0.772 0.142 -0.370
H -7.83494 -30.69505 8.95589 -0.358 0.295 0.503
O -4.47865 -33.65425 5.28359 0.339 -0.129 -0.086
H -5.15891 -33.76057 4.63031 -0.451 0.053 -0.728
H -4.90389 -34.03898 6.05388 0.066 -0.107 0.712
O -8.03961 -32.52225 6.17004 -0.976 0.358 -0.843
H -8.65544 -32.32341 6.87077 -0.713 0.567 0.063
H -7.43463 -33.01864 6.69315 1.488 -0.969 0.459
O -4.58274 -32.27035 11.01546 0.073 -0.445 0.544
H -3.79412 -32.81897 11.09317 -0.020 0.287 0.205
H -5.13630 -32.84895 10.46985 -0.224 0.312 -0.349
O -2.69452 -32.75308 8.74058 3.753 0.809 1.068
H -2.42618 -33.00161 9.64742 -0.592 0.127 -1.049
H -3.53705 -33.06647 8.55503 -2.731 -0.916 -0.238
O -8.52163 -32.42347 10.34311 0.155 -0.138 0.243
H -8.03686 -33.05617 9.80063 -0.034 -0.240 -0.602
H -7.84076 -32.27854 11.00762 -0.073 0.411 0.305
```
Forces are in eV/Å.

Its highest occupied orbital energy is -0.224 Eh. The multiplicity is 1. The calculation puts the maximum force at 4.0 eV/Å. Its energy above the lowest of the compared OMol25 structures with the same formula, charge and spin is 28.9 kcal per mole. For the HOMO-LUMO gap, the calculation gives 0.3434 Eh. The charge is -1. The value obtained for the total energy is -84605.57474 eV.

The net atomic charges from Mulliken, expressed in e, are: -0.850 -0.542 0.245 0.286 -0.610 0.216 0.334 -0.633 0.317 0.291 -0.595 0.327 0.276 -0.569 0.255 0.259 -0.544 0.252 0.336 -0.668 0.280 0.338

---

Which of these has the lowest maximum force? BrH12O6